Record 1
The following is a DFT calculation (ωB97M-V/def2-TZVPD) of a structure of composition C25H38HfP2.

```
66
Properties=species:S:1:pos:R:3
C 2.074 1.382 6.110
H -0.919 0.426 -1.353
C 1.701 0.216 -0.209
H 1.437 1.790 1.344
H -1.352 -2.725 1.430
H 0.714 -1.284 -1.486
C -0.863 -3.330 -4.395
H -2.778 -1.092 0.426
C 1.360 1.052 4.965
C -0.042 1.230 4.913
C 0.876 1.033 0.777
H 1.674 -3.096 -5.615
H -2.316 0.927 -0.424
H -1.207 -1.033 -5.813
H 0.350 -1.590 -6.452
H 1.182 3.317 -3.449
P 0.196 1.162 -3.918
C -1.364 0.379 -0.339
H -2.523 2.668 6.827
H -1.650 2.696 -3.571
C 0.431 0.392 -5.616
Hf 0.184 -0.555 2.261
H 1.102 -2.922 0.975
H -3.885 1.939 4.888
H 3.145 1.173 6.150
H -2.202 1.198 -4.392
H -1.905 -2.987 -4.360
C -0.543 1.109 0.712
C -2.076 2.148 5.987
C 1.258 -1.257 -0.520
H -1.346 2.467 -5.324
H -0.406 2.784 7.975
H -0.697 -4.093 -3.626
H 2.023 2.262 8.098
H 2.736 0.181 0.176
H -0.647 -3.749 -5.388
C 0.088 2.279 7.149
C -0.677 1.901 6.024
C 1.280 2.605 -4.277
C 0.509 -2.218 3.718
C -1.782 -1.095 -0.045
C -2.217 1.014 3.823
C 1.810 -2.653 -4.617
H 2.107 -3.435 -3.908
H 1.269 -1.974 4.486
H 2.317 2.252 -4.343
H 0.999 3.093 -5.222
C -0.864 -1.926 0.846
H -0.095 1.010 -6.354
H 0.811 -3.186 3.274
C 0.544 -2.062 0.562
H 2.588 -1.880 -4.667
H -1.059 1.916 1.254
H -0.410 -2.442 4.301
H 1.761 0.727 -1.184
C -1.414 1.961 -4.350
C -0.856 0.747 3.823
H -2.851 0.678 2.998
H 2.194 -1.807 -0.713
C 1.455 1.994 7.209
H 1.502 0.417 -5.863
H -1.922 -1.594 -1.017
H 1.901 0.658 4.090
P 0.231 -1.901 -4.016
C -2.818 1.723 4.897
C -0.121 -1.022 -5.641
```

Values from the calculation:
- Kohn-Sham gap (eV) = 3.597
- charge = +2
- largest force on an atom (Eh/bohr) = 0.15437
- energy relative to the best compared isomer or geometry (same formula, charge and spin) (eV) = 1.201



Record 2
The following is a DFT calculation (ωB97M-V/def2-TZVPD) of a structure of composition C29H26F5N3O9TeV.

```
74
Properties=species:S:1:pos:R:3
C -0.963 -3.526 -4.204
H -0.464 2.527 -1.446
O -1.097 -0.860 -0.083
H 4.360 3.423 0.827
O -2.292 5.336 3.202
H -2.910 5.997 3.525
N -0.371 1.720 0.448
H -1.386 1.204 4.346
C -1.348 2.941 2.238
H 1.125 -3.653 -4.679
H 2.522 -1.204 -2.989
F -3.948 -3.077 1.941
C 0.482 -1.562 3.937
F -2.738 -3.104 -0.432
C -2.839 -0.496 -2.889
O 3.559 -2.356 -0.807
C 2.761 2.021 0.560
C -0.270 0.697 2.599
N 0.493 -0.229 1.985
C 3.319 -0.082 -0.166
C 4.656 0.240 -0.258
H -2.251 -5.247 -4.302
C -1.415 3.798 0.016
H 1.978 2.702 0.868
F -1.407 -2.625 1.618
C -1.740 3.935 1.356
V 0.326 -0.155 -0.071
O 0.657 0.481 -1.790
C -1.194 -1.050 5.762
H -2.977 -3.084 -3.631
O -2.548 -0.693 5.582
H -2.856 0.426 -3.470
O 1.502 -1.600 -0.362
C -0.092 0.446 -2.899
O 6.972 2.413 1.125
C -0.684 1.836 1.748
C -1.262 -4.936 -4.636
H -1.700 4.546 -0.712
H -2.817 -0.970 4.687
C 4.083 2.423 0.525
Te -2.963 -1.731 0.974
C 6.497 1.927 0.073
O 7.131 1.763 -0.989
C -1.967 -2.700 -3.724
H -1.230 -5.023 -5.725
C 2.812 -1.465 -0.489
H 2.652 -1.865 -4.613
H 5.360 -0.501 -0.609
N 2.385 0.787 0.234
H -1.082 -2.123 5.948
H -0.834 -0.517 6.645
C 0.330 -3.020 -4.299
H 2.088 -0.207 -4.373
H -3.607 4.871 1.661
C 0.902 -1.306 2.646
H -2.302 5.987 1.224
F -2.753 -1.049 2.860
C 2.050 -1.221 -3.972
C -0.397 -0.929 -3.402
C -0.690 0.515 3.893
C 0.636 -1.731 -3.889
C -0.395 -0.679 4.539
C -2.549 5.108 1.827
F -3.010 0.567 0.861
H -2.742 -0.206 -1.841
H 0.738 -2.503 4.402
H -0.529 -5.635 -4.230
H -3.795 -1.005 -3.003
C -1.713 -1.388 -3.342
H -1.586 3.027 3.286
O -0.478 1.466 -3.422
C -0.729 2.678 -0.407
C 5.059 1.523 0.106
H 1.488 -2.020 2.083
```

Values from the calculation:
- Kohn-Sham gap (alpha / beta) (eV) = 4.892 / 4.891
- charge = -1
- largest force on an atom (Eh/bohr) = 0.05209
- energy relative to the best compared isomer or geometry (same formula, charge and spin) (eV) = 0.000



Record 3
The following is a DFT calculation (ωB97M-V/def2-TZVPD) of a cluster of 2 separate species, C5H12N2 in total.

```
19
Properties=species:S:1:pos:R:3
C 1.184 -0.775 0.963
H -3.601 -0.105 1.378
C -0.513 -1.024 -1.489
C 1.843 1.323 -0.171
H 1.646 -0.468 1.901
H 1.884 -1.339 0.352
C -0.461 0.139 -0.805
H -1.012 -1.048 -2.445
H 2.531 0.774 -0.810
H -2.973 -0.718 -0.315
H -0.231 -1.972 -1.055
H -0.723 1.075 -1.278
H 1.430 2.188 -0.684
H 0.082 0.956 0.857
H 2.346 1.657 0.738
H 0.338 -1.411 1.212
C -2.796 -0.129 0.624
N -1.705 0.447 0.790
N 0.732 0.430 0.237
```

Values from the calculation:
- Kohn-Sham gap (eV) = 6.907
- charge = 0
- largest force on an atom (Eh/bohr) = 0.03484
- energy relative to the best compared isomer or geometry (same formula, charge and spin) (eV) = 4.760



Record 4
The following is a DFT calculation (ωB97M-V/def2-TZVPD) of a structure of composition C28H22Cl3N5O8ReS4Si.

```
72
Properties=species:S:1:pos:R:3
Cl -4.330 0.135 -1.142
C 3.290 0.275 -2.333
H 4.674 -4.385 0.906
H 5.394 -2.883 2.726
C 3.051 -1.705 -3.696
C -1.081 2.619 -1.803
C -3.554 3.654 -1.341
H 3.816 0.854 -1.583
C 2.885 -3.285 0.484
H 1.310 -1.764 -4.958
H -4.011 -0.809 5.674
H -2.457 1.426 4.688
S 1.837 0.317 1.953
C 1.386 0.043 -3.821
O 0.408 -1.110 -1.137
H -1.111 3.493 4.191
N 0.061 1.920 -1.681
Cl -2.096 -0.056 -3.531
C -2.779 4.132 -2.405
Re -0.439 0.603 -0.195
H 0.462 0.441 -4.218
C -2.124 1.238 2.610
C 3.739 -1.541 2.487
H -4.536 4.052 -1.131
Cl -2.516 -2.450 -1.408
C -3.284 -0.282 3.698
C 2.123 -2.168 0.792
O 2.787 1.206 2.555
O -0.445 -1.514 0.996
C -4.502 -2.248 4.144
C 3.578 -3.044 -4.149
H 1.074 3.337 0.250
S 0.518 4.138 2.482
Si -2.347 -0.391 -1.486
H 2.529 -3.964 -0.279
C -1.211 2.333 2.345
H -0.918 3.972 -3.474
C 2.565 -1.285 1.804
H -4.863 -3.514 2.439
S 1.500 2.302 -2.357
H 4.064 -0.838 3.244
C -3.168 -0.614 2.351
C 3.753 -0.958 -2.754
N -1.818 2.131 -0.800
C -3.947 -1.081 4.626
N -2.618 0.927 3.833
C 0.394 3.213 1.087
H -3.593 2.227 0.253
H 2.821 -3.596 -4.707
H 3.891 -3.651 -3.296
C -1.531 3.620 -2.661
H 4.670 -1.355 -2.331
O 0.262 -3.454 -0.360
C -4.407 -2.593 2.781
N -2.422 0.381 1.688
C -3.753 -1.786 1.874
H -5.017 -2.914 4.826
O 2.368 2.855 -1.348
C 4.071 -3.523 1.168
C -0.775 3.284 3.186
O 0.602 0.260 2.681
S 0.491 -2.105 0.027
H -3.685 -2.057 0.829
C -3.043 2.647 -0.570
C 4.480 -2.675 2.182
O 1.249 3.098 -3.528
H 4.447 -2.914 -4.799
C 2.106 0.757 -2.867
H -3.162 4.921 -3.041
N -0.567 2.306 1.120
O 1.588 0.585 0.437
C 1.869 -1.187 -4.228
```

Values from the calculation:
- Kohn-Sham gap (alpha / beta) (eV) = 8.163 / 7.460
- charge = 0
- multiplicity = 2
- <S²> = 0.76
- largest force on an atom (Eh/bohr) = 0.04806
- energy relative to the best compared isomer or geometry (same formula, charge and spin) (eV) = 0.967



Record 5
The following is a DFT calculation (ωB97M-V/def2-TZVPD) of a cluster of 2 separate species, C29H32Cl2O in total.

```
64
Properties=species:S:1:pos:R:3
C 4.179 4.260 0.746
H -2.152 -2.025 -4.279
H 3.613 4.924 2.722
H -1.494 0.018 -0.545
H -4.010 0.413 1.853
H 1.235 -3.121 2.187
H 4.333 -1.974 0.408
C -0.923 -3.558 -2.363
H -1.617 0.484 1.574
H -0.379 -5.644 -2.326
H -4.240 5.371 2.249
C -2.227 -0.386 -1.247
H 2.819 -2.342 2.416
H -2.863 -1.106 -0.718
H -3.200 -0.702 -3.744
H -0.144 -0.576 -4.008
H -2.031 4.254 2.048
H 2.578 1.819 -1.037
C 0.719 1.787 0.924
H 2.416 -5.066 1.149
H 3.502 -4.812 -0.253
C -2.857 2.239 1.893
O 0.606 -0.924 -0.434
C 3.888 3.391 -0.321
H 1.504 -1.464 1.584
H 0.639 0.902 0.302
C -0.156 -4.645 -1.947
H -1.731 -3.748 -3.072
H -1.212 0.764 -3.527
H 1.639 3.418 2.855
H 3.962 -4.227 1.354
C 3.468 -2.096 -0.256
C -5.362 3.531 2.109
H -0.298 3.177 2.184
C -4.068 1.499 1.918
C 3.375 4.259 1.898
C -0.619 -0.081 -3.152
H -2.860 0.437 -1.602
C -1.614 1.569 1.679
C 2.434 -3.022 0.392
H -3.284 -2.262 -2.911
C 2.271 3.415 1.965
Cl -6.876 4.313 2.220
H 3.031 -1.113 -0.458
C 1.967 -2.444 1.731
H 1.495 -5.335 -0.787
C -2.943 3.654 2.038
C 1.938 2.551 0.891
H 3.816 -2.533 -1.199
C 3.114 -4.365 0.672
C 0.909 -4.458 -1.066
C 0.396 -2.066 -0.938
H -6.225 1.554 2.002
Cl 5.507 5.331 0.641
C -0.389 2.232 1.632
C -1.524 -1.076 -2.417
C -5.303 2.131 2.008
C -4.178 4.291 2.144
C -2.601 -1.552 -3.396
H 4.524 3.400 -1.202
H 0.159 0.299 -2.484
C 2.803 2.520 -0.229
C 1.226 -3.212 -0.559
C -0.681 -2.274 -1.909
```

Values from the calculation:
- Kohn-Sham gap (eV) = 2.630
- charge = 0
- largest force on an atom (Eh/bohr) = 0.02601
- energy relative to the best compared isomer or geometry (same formula, charge and spin) (eV) = 0.000